No. 1
# C13H27ClIN2OP2Re

A structure of composition C13H27ClIN2OP2Re (ωB97M-V with the def2-TZVPD basis set, the OMol25 dataset).

Properties
- Expectation value of S²: 3.779
- Kohn-Sham gap (alpha / beta): 5.031 / 4.217 eV
- Net charge: +3
- 2S+1: 4

Atoms and positions in Å:
C1 -0.464 0.315 -3.608
I1 -2.595 -0.196 -1.800
H1 0.691 0.383 -3.545
H2 -0.716 1.267 -4.128
H3 -0.779 -0.512 -4.265
Re1 -0.023 0.045 -1.666
P1 0.222 2.179 -1.253
C2 -1.356 3.084 -0.962
C3 1.207 3.070 0.046
H4 1.239 4.149 -0.173
H5 1.097 4.029 -2.541
H6 2.242 2.707 0.095
H7 1.940 2.503 -2.925
H8 -1.766 2.792 0.012
H9 0.748 2.960 1.038
C4 0.964 2.959 -2.731
H10 -1.185 4.174 -0.947
H11 0.316 2.818 -3.599
H12 -2.082 2.833 -1.742
P2 0.300 -2.221 -0.794
C5 -1.276 -2.986 -0.267
C6 1.044 -3.295 -2.050
H13 2.303 -2.301 0.660
H14 1.367 -3.821 0.660
H15 0.803 -2.436 1.619
C7 1.294 -2.722 0.682
H16 2.017 -2.899 -2.344
H17 1.169 -4.285 -1.601
H18 -1.078 -4.059 -0.101
H19 -2.042 -2.844 -1.038
H20 0.383 -3.337 -2.919
H21 -1.638 -2.535 0.663
Cl1 2.417 -0.125 -1.746
N1 -2.140 -0.693 4.806
C8 -2.088 -0.689 3.410
O1 -2.982 -1.213 2.734
C9 -0.875 -0.141 2.815
C10 0.353 0.033 3.472
C11 1.515 0.343 2.765
C12 1.414 0.358 1.350
N2 0.241 0.193 0.715
C13 -0.921 0.050 1.416
H22 -3.044 -0.866 5.177
H23 -1.552 -0.049 5.323
H24 0.365 -0.076 4.541
H25 2.494 0.552 3.211
H26 2.296 0.497 0.723
H27 -1.840 0.011 0.810

***

No. 2
# C8H14N6

The ion C8H14N6 with charge +2 (ωB97M-V with the def2-TZVPD basis set, the OMol25 dataset).

Properties
- Kohn-Sham gap: 8.751 eV
- SMILES: [H]/N=C(\N)CC(=[NH2+])/[NH+]=C(/C)n1cccn1
- Energy above the lowest of the compared OMol25 structures with the same formula, charge and spin: 0.487 eV
- Net charge: +2

Atoms and positions in Å:
H1 -0.460 -2.285 -1.314
N1 -0.117 -1.329 -1.180
C1 -0.146 -0.424 -2.043
N2 -0.501 -0.447 -3.265
C2 0.273 1.031 -1.606
C3 1.479 0.929 -0.713
N3 2.512 1.629 -1.076
N4 1.552 0.135 0.322
C4 0.450 -0.650 0.911
C5 1.006 -1.728 1.821
N5 -0.716 -0.056 1.307
C6 -1.681 -0.637 2.187
C7 -2.579 0.339 2.392
C8 -2.172 1.415 1.562
N6 -1.082 1.183 0.925
H2 -0.429 0.346 -3.918
H3 -1.230 -0.966 -3.645
H4 -0.557 1.398 -1.075
H5 0.424 1.440 -2.573
H6 2.272 2.198 -1.875
H7 3.475 1.697 -0.584
H8 2.486 0.005 0.791
H9 1.316 -2.583 1.142
H10 0.367 -2.262 2.503
H11 1.988 -1.259 2.303
H12 -1.584 -1.645 2.561
H13 -3.553 0.176 2.837
H14 -2.792 2.349 1.302

***

No. 3
# C2H6Cl2P

A cluster of 2 separate species, C2H6Cl2P in total (ωB97M-V with the def2-TZVPD basis set, the OMol25 dataset).

Properties
- Kohn-Sham gap (alpha / beta): 8.052 / 7.466 eV
- Energy above the lowest of the compared OMol25 structures with the same formula, charge and spin: 4.151 eV
- Net charge: +1

Atoms and positions in Å:
C1 -0.595 -1.015 -1.052
C2 -0.050 1.573 0.454
P1 0.487 -0.155 0.143
Cl1 2.330 -0.166 -0.530
Cl2 0.757 -2.432 3.314
H1 -0.685 -0.427 -1.967
H2 -1.586 -1.170 -0.632
H3 -0.175 -1.989 -1.305
H4 0.528 2.260 -0.164
H5 0.106 1.847 1.499
H6 -1.115 1.675 0.241

***

No. 4
# C2Br2Cl2S

A structure of composition C2Br2Cl2S (ωB97M-V with the def2-TZVPD basis set, the OMol25 dataset).

Properties
- Kohn-Sham gap (alpha / beta): 7.572 / 7.573 eV
- Energy above the lowest of the compared OMol25 structures with the same formula, charge and spin: 0.961 eV

Atoms and positions in Å:
C1 0.762 -0.023 -0.308
C2 -0.604 0.028 0.260
S1 0.065 0.024 1.932
Cl1 1.637 1.380 -0.646
Cl2 1.460 -1.494 -0.759
Br1 -1.618 1.617 -0.273
Br2 -1.702 -1.531 -0.207